# 1
Entry from the Open Molecules 2025 dataset: one molecule with the formula C5H6N2O3 (wB97M-V/def2-TZVPD).

The calculation puts the HOMO energy at -9.13 eV. Its SMILES is O=[N+]([O-])/N=C/C=C\C=C\O. As for the LUMO energy: -1.22 eV.

```
16
Properties=species:S:1:pos:R:3:forces:R:3:nbo_charge:R:1
C 0.122 -0.130 -1.927 -0.4922 1.1281 0.2683 -0.0207
C 0.541 1.031 -1.277 0.4870 -0.5488 -2.0671 -0.3691
C -0.503 -1.336 -1.426 0.4784 1.7754 -0.9750 -0.3933
C 0.473 1.345 0.061 0.2201 2.4607 3.8618 0.1305
C -0.319 -1.686 -0.157 -0.7840 -2.4142 -0.3500 0.2548
N 0.285 0.670 1.157 -0.8179 -1.7560 -2.6744 -0.4162
N -0.042 1.288 2.343 2.4092 -1.0603 0.0165 0.6276
O 0.111 0.505 3.244 -0.6457 -0.4295 1.5657 -0.3822
O -0.282 2.444 2.449 -0.9466 2.0148 -0.3012 -0.3812
O -0.827 -2.806 0.425 1.2918 1.5123 1.6851 -0.6294
H 0.042 -0.083 -3.012 0.3833 0.2456 0.0954 0.2113
H 0.898 1.984 -1.767 -0.4742 -1.7917 -0.4552 0.2364
H -1.117 -1.785 -2.184 -0.2127 -0.7803 0.2943 0.2339
H 0.683 2.412 0.272 -0.4731 -0.1401 -0.2839 0.1889
H 0.347 -1.178 0.460 0.8652 0.9253 0.6739 0.2133
H -0.412 -2.674 1.337 -1.2885 -1.1413 -1.3543 0.4955
```
Forces are in eV/Å.


# 2
Entry from the Open Molecules 2025 dataset: a 2-piece molecular cluster, H2 overall (wB97M-V/def2-TZVPD).

The calculation puts the HOMO energy at -9.49 eV. As for the LUMO energy: -3.58 eV.

```
2
Properties=species:S:1:pos:R:3:forces:R:3:mulliken_charge:R:1
H -0.533 0.783 0.965 0.6953 -1.0210 -1.2583 0.0000
H 0.533 -0.783 -0.965 -0.6953 1.0210 1.2583 0.0000
```
Forces are in eV/Å.


# 3
Entry from the Open Molecules 2025 dataset: a 2-piece molecular cluster, C2H8NO overall (wB97M-V/def2-TZVPD).

The calculation puts the HOMO energy at -13.74 eV. As for the LUMO energy: -4.25 eV. The charge is +1.

```
12
Properties=species:S:1:pos:R:3:forces:R:3:nbo_charge:R:1
C -0.012 -1.915 1.594 0.4314 0.8580 0.5152 -0.4118
N 1.129 -1.230 0.863 -0.2938 -0.4880 -0.0920 -0.6679
H 0.396 -2.266 2.537 -0.1013 -0.2566 -0.0527 0.2440
H -0.744 -1.141 1.807 -0.1824 -0.1607 -0.0785 0.2385
H -0.411 -2.713 0.985 0.0053 -0.0661 -0.1029 0.2481
H 1.821 -1.934 0.603 0.1359 0.0982 -0.1993 0.4478
H 1.608 -0.526 1.428 -0.1581 -0.0003 0.0547 0.4504
H 0.773 -0.778 0.017 0.2252 0.0240 -0.0537 0.4461
O -0.320 2.227 -1.818 0.2321 -0.1374 0.1750 -0.4438
C -0.995 1.535 -1.120 -0.5193 0.0633 -0.1868 0.2735
H -0.648 1.139 -0.138 0.2014 0.0391 0.0515 0.0445
H -2.030 1.256 -1.382 0.0236 0.0266 -0.0305 0.1307
```
Forces are in eV/Å.


# 4
Entry from the Open Molecules 2025 dataset: an isolated ion of composition C10H13O2S and charge +1 (wB97M-V/def2-TZVPD).

The calculation puts the HOMO energy (spin up / spin down) at -10.77 / -12.55 eV. As for the spin multiplicity: 3. As for the LUMO energy (spin up / spin down): -3.12 / -8.02 eV. The charge is +1.

```
26
Properties=species:S:1:pos:R:3:forces:R:3:mulliken_spin:R:1
C 3.564 0.368 0.632 0.8750 1.3097 -0.1906 0.0106
C 2.829 -0.661 1.079 -1.9942 -2.2820 -0.6452 -0.0073
C 3.067 1.088 -0.416 -1.2076 1.9331 -2.7381 -0.0123
C 1.623 -1.102 0.439 1.7605 0.0890 2.3783 0.0438
C 1.888 0.634 -1.146 2.2106 2.4500 0.6680 0.0193
C 1.179 -0.422 -0.660 -0.2873 -0.2266 -0.0581 0.0193
C -1.684 1.197 0.179 1.1078 -4.7556 1.8677 0.4412
C -2.060 1.564 1.494 -0.7870 0.4871 -0.1776 0.1016
C -2.997 -1.371 -0.741 0.8196 0.6561 -1.2842 0.0401
C -0.088 -0.766 -1.303 -1.7570 -1.4841 -1.1928 -0.0147
O -1.486 1.797 -0.808 0.5315 2.5223 -4.8156 0.7359
O -1.292 -1.265 1.308 0.0869 -0.2915 -0.0707 0.2188
S -1.513 -0.726 -0.011 0.7492 0.7710 -0.1004 0.3165
H 4.496 0.583 1.184 -0.6340 0.3433 -0.6250 0.0001
H 3.338 -1.101 1.889 -0.5153 -1.3601 1.1651 0.0006
H 3.525 2.098 -0.665 -0.5138 -1.6242 -0.1087 -0.0002
H 0.983 -1.849 0.893 0.4386 -0.2457 0.0045 0.0011
H 1.485 1.154 -2.031 0.5599 0.0447 0.6160 0.0020
H -1.794 0.878 2.202 0.7249 -1.9727 1.7633 0.0097
H -3.103 1.654 1.454 -1.6902 1.0637 0.7441 0.0424
H -1.462 2.411 1.617 0.2441 1.9571 0.8363 0.0040
H -2.923 -2.191 -1.427 0.8466 -0.4903 -0.4833 0.0180
H -3.242 -0.477 -1.284 -0.9504 0.1997 -0.5470 0.0009
H -3.728 -1.676 -0.057 -0.8818 0.1426 1.5625 -0.0029
H -0.146 -1.808 -1.783 -0.0496 1.3179 0.9053 0.0104
H -0.459 -0.009 -2.037 0.3127 -0.5544 0.5262 0.0012
```
Forces are in eV/Å.


# 5
Entry from the Open Molecules 2025 dataset: C11H26Br2CuN2O2Sb as an isolated structure (wB97M-V/def2-TZVPD).

The calculation puts the HOMO energy at -7.89 eV. As for the LUMO energy: 0.14 eV.

```
45
Properties=species:S:1:pos:R:3:forces:R:3:nbo_charge:R:1
Cu 0.644 2.148 -0.467 0.0216 -0.2808 0.0820 0.7050
Br -2.955 2.588 -1.877 -0.0704 -0.0084 -0.0037 0.0541
C -1.655 3.923 -1.436 -0.0452 0.0022 -0.0307 -0.5242
Br 0.039 3.600 -2.353 -0.1865 0.2475 -0.1254 0.0302
H -1.453 3.865 -0.371 0.0742 0.0084 0.0212 0.2797
H -2.019 4.888 -1.762 0.0271 -0.0107 -0.0276 0.2299
N 2.360 2.954 0.595 -0.2598 -0.1619 -0.1126 -0.7135
N 1.858 2.986 1.911 0.0486 -0.1309 0.2015 -0.5414
C 0.454 3.153 2.141 -0.1899 -0.1116 -0.0695 0.8652
O 0.139 3.513 3.264 0.0702 0.0116 -0.0849 -0.6910
O -0.307 2.851 1.156 -0.0183 0.3306 0.2581 -0.9122
H 3.165 2.344 0.558 0.0523 -0.0561 0.0157 0.3714
H 2.636 3.874 0.269 0.0227 0.0900 -0.0225 0.3614
H 2.419 3.468 2.595 0.0275 0.1284 -0.0102 0.3745
C -1.806 -1.169 -2.611 0.0986 0.0054 -0.0709 -0.6276
C -0.624 -1.734 -1.825 -0.0106 0.2798 0.2734 -0.4952
C -0.886 -3.166 -1.377 0.0445 0.0423 -0.0375 -0.6243
Sb -0.091 -0.282 -0.264 0.6289 -0.3814 0.0226 0.9586
C 1.973 -0.893 0.218 -0.2434 -0.1880 -0.1218 -0.5057
C 2.219 -2.372 0.497 -0.0110 0.1142 0.0475 -0.6212
C 2.881 -0.420 -0.918 -0.1089 0.0145 0.1054 -0.6304
C -1.193 -0.789 1.554 0.0828 0.1074 -0.3250 -0.4844
C -1.314 -2.267 1.900 0.0341 0.0835 0.0199 -0.6208
C -2.560 -0.113 1.472 0.0799 0.0883 0.0122 -0.6322
H -2.038 -1.816 -3.463 -0.0244 0.0097 0.0001 0.2071
H -1.591 -0.169 -2.991 -0.0437 -0.0164 -0.0159 0.2196
H -2.703 -1.104 -1.991 -0.0018 -0.0139 0.0034 0.2019
H 0.263 -1.713 -2.466 0.0291 0.0139 0.0348 0.2106
H -1.850 -3.242 -0.873 0.0100 -0.0281 0.0114 0.2034
H -0.116 -3.544 -0.706 -0.0507 -0.0364 0.0162 0.2121
H -0.923 -3.825 -2.251 -0.0231 -0.0005 0.0102 0.2084
H 2.192 -0.316 1.123 -0.0515 0.0366 -0.0221 0.2151
H 1.999 -2.977 -0.385 0.0034 -0.0303 0.0215 0.1995
H 1.619 -2.736 1.329 0.0321 -0.0651 -0.0163 0.2080
H 3.272 -2.537 0.750 -0.0107 -0.0271 -0.0014 0.2052
H 2.716 -1.022 -1.816 0.0274 0.0272 -0.0235 0.2041
H 3.936 -0.522 -0.643 -0.0092 -0.0293 -0.0155 0.2071
H 2.693 0.624 -1.181 0.0469 0.0060 -0.0373 0.2014
H -0.595 -0.285 2.317 0.0140 0.0341 -0.0177 0.2278
H -1.966 -2.788 1.200 0.0056 -0.0186 0.0103 0.2019
H -1.756 -2.372 2.895 0.0045 -0.0002 -0.0008 0.2123
H -0.348 -2.771 1.911 -0.0516 -0.0571 0.0106 0.2050
H -3.156 -0.531 0.656 -0.0398 -0.0080 0.0273 0.1923
H -2.460 0.962 1.312 -0.0121 -0.0126 0.0055 0.2398
H -3.111 -0.265 2.404 -0.0236 -0.0081 -0.0178 0.2115
```
Forces are in eV/Å.


# 6
Entry from the Open Molecules 2025 dataset: one molecule with the formula C5H11N (wB97M-V/def2-TZVPD).

The calculation puts the HOMO energy at -9.11 eV. Its SMILES is CCCN1CC1. As for the LUMO energy: 1.25 eV.

```
17
Properties=species:S:1:pos:R:3:forces:R:3:nbo_charge:R:1
C 2.550 0.455 0.018 0.0289 0.0347 -0.0092 -0.6059
C 1.312 -0.438 -0.007 -0.0102 -0.0673 -0.0392 -0.4029
C 0.032 0.297 0.353 0.1116 0.0685 0.0084 -0.2132
N -1.107 -0.610 0.347 0.0629 0.0171 0.1382 -0.4009
C -2.384 0.058 0.437 -0.2458 0.1432 0.1669 -0.2605
C -1.985 -0.636 -0.812 -0.0513 -0.0713 -0.2013 -0.2627
H 2.448 1.299 -0.674 0.0118 -0.1214 0.0898 0.2005
H 3.441 -0.110 -0.273 -0.1113 0.1042 0.0457 0.2124
H 2.730 0.866 1.019 -0.0590 -0.0675 -0.1453 0.2021
H 1.188 -0.884 -1.002 0.0523 0.0322 0.0946 0.1965
H 1.426 -1.268 0.699 0.0210 0.0722 -0.1292 0.2069
H -0.119 1.173 -0.309 -0.0251 -0.2019 0.0195 0.1584
H 0.104 0.689 1.377 0.0613 -0.0238 -0.1490 0.1915
H -3.094 -0.397 1.122 -0.0385 0.1014 -0.1672 0.2000
H -2.370 1.149 0.433 -0.0423 -0.1573 -0.0129 0.1859
H -2.444 -1.597 -1.035 0.2202 0.1159 0.0132 0.2020
H -1.731 -0.044 -1.694 0.0132 0.0212 0.2769 0.1900
```
Forces are in eV/Å.


# 7
Entry from the Open Molecules 2025 dataset: C23H25FeN4O6 as an isolated structure (wB97M-V/def2-TZVPD).

The calculation puts the HOMO energy (spin up / spin down) at -8.36 / -9.98 eV. As for the spin multiplicity: 5. As for the LUMO energy (spin up / spin down): -3.59 / -7.14 eV. The charge is +1.

```
59
Properties=species:S:1:pos:R:3:forces:R:3:mulliken_spin:R:1
C -2.216 3.687 -3.518 0.0251 -0.1336 -0.3501 0.0148
O -0.908 3.440 -4.104 0.4281 0.1600 0.2226 0.0192
C -0.085 2.473 -3.536 -0.9381 -0.0355 2.4126 -0.2172
C 0.196 2.512 -2.170 -0.6239 0.3724 -1.7892 0.3760
C 0.650 1.271 -1.477 0.2511 0.3526 1.0016 -0.0138
C 1.037 0.044 -2.288 2.8030 2.8539 -3.2329 0.4858
C 0.913 0.232 -3.726 0.0047 -0.8951 0.7438 -0.1527
C 0.316 1.337 -4.318 -0.1713 -0.0497 -0.0269 0.4022
Fe 1.388 5.006 -2.984 -0.3383 -1.0154 -0.5858 2.0744
C 2.395 4.447 -1.674 1.5871 -2.4467 2.4089 0.0085
O 3.086 3.862 -0.944 -0.8099 1.1365 -0.7589 -0.0228
C 1.361 6.648 -2.478 -0.8687 5.0442 1.4471 -0.0531
O 1.523 7.759 -2.139 -0.1943 -2.5481 -0.7027 -0.0090
C 2.865 5.374 -3.905 2.0821 -1.0224 -3.6535 -0.0441
O 3.762 5.397 -4.646 -1.4838 0.4578 1.9140 -0.0090
H -2.389 4.768 -3.547 0.1413 -0.2860 0.1496 -0.0034
H -2.968 3.208 -4.151 0.1303 0.0259 -0.0884 -0.0013
H -2.371 3.288 -2.502 0.5954 0.2114 -0.2739 -0.0009
H -0.055 3.386 -1.517 -0.0815 -0.8741 -0.7592 -0.0749
H 1.510 1.512 -0.838 -0.1597 0.0642 0.2351 0.0190
H -0.199 1.044 -0.774 0.5378 0.0163 -0.1908 0.0816
H 2.026 -0.419 -1.995 -1.1437 0.6984 -0.7716 0.0104
H 1.344 -0.530 -4.409 -0.3128 0.5232 0.6607 -0.0018
H 0.218 1.392 -5.399 -0.0434 0.0061 0.2048 0.0267
C 3.788 -0.256 3.650 0.4581 0.2148 -0.0072 -0.0011
C 3.221 -0.859 2.384 1.3426 -0.1792 -0.9593 -0.0137
O 3.846 -0.972 1.333 -1.3050 0.3283 1.7563 0.0224
N 1.898 -1.311 2.545 -0.3439 -0.4912 -1.2657 0.0510
C 1.400 -1.505 3.904 -0.3592 0.3680 0.0007 0.0046
C 0.409 -2.634 3.961 0.2171 -0.1305 0.2948 -0.0108
N -0.600 -2.494 2.931 0.4706 -0.0789 -1.4937 0.3012
C -1.763 -3.335 3.112 -0.3537 -0.3799 0.0879 -0.0096
C -2.913 -2.876 2.252 -0.0909 0.5058 0.1989 0.0000
N -2.494 -2.618 0.875 1.6464 0.1302 -0.6116 0.0946
C -3.380 -2.948 -0.172 -0.3717 -0.7095 -1.6226 -0.0209
C -4.828 -2.998 0.269 -0.3193 -0.0475 -0.2343 -0.0020
O -3.000 -3.191 -1.310 -0.5092 0.6164 1.9361 0.0373
C -1.198 -2.128 0.603 -1.0242 0.3413 -0.2695 0.2142
C -0.797 -1.616 -0.649 0.4190 0.1657 -0.6678 -0.0602
N 0.454 -1.177 -0.949 -1.8009 -3.3623 4.7236 0.2629
C 1.342 -1.134 0.116 -0.4681 -0.1661 -0.1647 -0.0939
C 1.032 -1.509 1.438 0.9011 0.9572 -0.4770 0.1231
C -0.270 -2.028 1.682 -0.2520 -0.8355 1.5902 0.1778
H 3.094 0.469 4.096 0.1686 -0.2355 -0.0785 0.0004
H 4.024 -1.028 4.394 -0.0589 0.1742 -0.1753 -0.0005
H 4.726 0.249 3.425 -0.1207 -0.0499 -0.1774 0.0002
H 2.226 -1.780 4.561 -0.2716 0.2307 -0.1290 -0.0009
H 0.933 -0.571 4.251 0.1324 -0.2350 0.1119 0.0016
H 0.929 -3.608 3.889 -0.3060 0.2211 -0.2464 0.0133
H -0.117 -2.621 4.921 0.1966 0.0289 -0.1022 0.0010
H -1.528 -4.398 2.911 0.2161 0.4234 -0.0342 0.0129
H -2.046 -3.265 4.167 -0.0819 -0.0593 -0.2174 0.0006
H -3.661 -3.673 2.256 0.1310 0.3736 0.0642 -0.0001
H -3.339 -1.950 2.668 -0.0497 -0.2819 -0.0188 0.0047
H -5.081 -2.155 0.928 0.0841 -0.3106 -0.1363 0.0006
H -5.481 -2.968 -0.606 0.2856 0.0333 0.0318 -0.0001
H -5.054 -3.943 0.786 0.0928 0.2815 -0.1057 -0.0004
H -1.503 -1.565 -1.475 0.2055 -0.2088 0.1815 -0.0159
H 2.334 -0.745 -0.108 -0.2975 -0.2489 -0.0004 -0.0088
```
Forces are in eV/Å.


# 8
Entry from the Open Molecules 2025 dataset: C31H20CaCl2N5O5 as an isolated structure (wB97M-V/def2-TZVPD).

The calculation puts the HOMO energy at -9.32 eV. As for the LUMO energy: -3.56 eV. The charge is +1.

```
64
Properties=species:S:1:pos:R:3:forces:R:3:nbo_charge:R:1
Ca -0.569 -0.166 0.004 1.3522 -1.4215 -0.5122 1.7253
C -4.913 -0.573 1.066 -0.0574 0.0501 -0.0019 -0.2250
C -5.430 0.555 0.455 0.0808 0.0052 -0.0335 -0.1424
C -4.638 1.255 -0.441 0.0972 0.0473 -0.0267 -0.2115
C -3.347 0.809 -0.700 -0.3598 -0.0706 0.0944 0.1815
N -2.840 -0.262 -0.077 -1.2251 0.0570 -0.1381 -0.5087
C -3.607 -0.931 0.776 -0.1098 -0.0175 0.0688 0.0657
C -2.475 1.476 -1.705 -0.0412 0.2610 -0.3133 0.1955
C -2.992 2.365 -2.645 -0.0086 -0.0331 0.0823 -0.1604
C -2.138 2.930 -3.571 -0.0048 -0.0302 0.0471 -0.1551
C -0.797 2.590 -3.557 0.0321 -0.0211 0.0418 -0.2134
C -0.352 1.679 -2.606 -0.2234 0.1528 -0.1579 0.1600
N -1.183 1.150 -1.709 -0.4154 0.7666 -0.9430 -0.4993
C 1.054 1.194 -2.569 0.2727 -0.0558 -0.0846 0.2665
C 2.052 1.776 -3.349 -0.0585 0.0199 0.0357 -0.2330
C 3.328 1.243 -3.338 -0.0557 -0.0262 0.0303 -0.1413
C 3.584 0.139 -2.540 0.0177 0.0867 -0.0460 -0.2400
C 2.545 -0.362 -1.778 0.1546 0.0150 0.0247 0.0352
N 1.313 0.141 -1.779 -0.1302 0.1828 -0.1438 -0.5286
H -5.500 -1.149 1.767 0.0348 -0.0271 -0.0019 0.2325
H -6.435 0.894 0.666 -0.0033 -0.0180 0.0252 0.2319
H -5.020 2.149 -0.909 -0.0050 -0.0102 -0.0108 0.2238
H -3.153 -1.788 1.259 0.0201 0.0191 -0.0020 0.2070
H -4.046 2.597 -2.666 0.0036 0.0047 -0.0108 0.2210
H -2.519 3.619 -4.313 0.0107 0.0097 0.0019 0.2335
H -0.131 3.018 -4.291 0.0174 -0.0368 -0.0055 0.2246
H 1.843 2.643 -3.957 -0.0145 -0.0051 -0.0004 0.2283
H 4.107 1.684 -3.945 0.0100 0.0012 0.0167 0.2356
H 4.569 -0.306 -2.502 -0.0289 -0.0460 0.0321 0.2341
H 2.717 -1.216 -1.133 -0.0448 -0.0046 -0.0006 0.1875
O 0.765 -2.716 3.196 0.2539 -0.2023 -0.1494 -0.6498
C 0.167 -2.268 2.105 -0.4159 0.0311 0.4817 0.7938
O -0.779 -1.514 2.113 0.1497 -0.2563 0.0267 -0.6084
C 0.715 -2.836 0.833 0.1476 -0.3393 -0.2510 0.0875
C 1.685 -3.829 0.762 -0.1182 0.0687 0.0831 -0.1856
C 2.003 -4.329 -0.492 0.0010 0.0238 -0.0378 -0.1434
C 1.373 -3.813 -1.619 -0.0529 0.0257 0.0292 -0.2103
C 0.442 -2.796 -1.447 0.1065 -0.1980 0.1074 0.0838
N 0.124 -2.337 -0.244 0.4558 -1.2851 -0.0815 -0.4596
C -0.334 -2.114 -2.551 -0.0878 -0.0602 -0.1031 0.7752
O 0.194 -2.111 -3.779 -0.1168 -0.0473 -0.1234 -0.6434
O -1.388 -1.591 -2.325 0.2617 -0.1060 -0.0917 -0.5416
H 0.343 -2.337 3.981 -0.0754 0.1293 0.0119 0.5217
H 2.149 -4.202 1.663 0.0055 -0.0243 -0.0114 0.2584
H 2.732 -5.122 -0.591 -0.0025 -0.0011 -0.0108 0.2451
H 1.589 -4.221 -2.598 0.0174 -0.0065 0.0084 0.2338
H 1.064 -2.523 -3.820 0.0665 0.0025 0.0907 0.4919
Cl -2.341 3.216 3.005 -0.0461 0.0732 0.0544 0.0131
C -0.798 2.481 3.261 0.0496 -0.2829 -0.3825 -0.1502
C -0.100 2.734 4.440 0.2168 -0.0826 0.1375 -0.1936
C 1.122 2.152 4.666 -0.2205 0.1688 0.0053 -0.1008
Cl 1.969 2.498 6.141 0.0441 -0.0019 0.0646 0.0054
C 1.693 1.293 3.707 -0.0638 -0.1115 -0.2059 -0.0359
C 2.949 0.667 3.856 -0.0031 -0.0372 -0.0751 -0.1287
C 3.422 -0.142 2.861 0.0859 0.0394 0.1106 -0.2794
C 2.633 -0.346 1.719 -0.0845 0.0918 0.0333 0.0373
N 1.452 0.206 1.538 0.4224 -0.0407 0.0279 -0.5192
C 0.973 1.035 2.505 -0.0168 0.2604 0.3355 0.0543
C -0.306 1.651 2.247 0.0101 0.4735 0.4740 0.4160
O -0.920 1.445 1.139 -0.2962 1.8588 1.3963 -0.8873
H -0.527 3.398 5.178 -0.0026 -0.0098 0.0080 0.2461
H 3.523 0.841 4.756 0.0161 0.0005 -0.0094 0.2387
H 4.388 -0.621 2.942 -0.0179 -0.0168 -0.0105 0.2281
H 2.997 -1.001 0.936 -0.0071 0.0071 -0.0112 0.1763
```
Forces are in eV/Å.


Computed DFT total energy, in the same sequence as the records: -529.14763 -0.91582 -210.69344 -937.01223 -7723.45062 -251.81553 -2825.11503 -3441.35420 Eh.